Record 1
{
  "formula": "C2H5NO2",
  "method": "ωB97M-V/def2-TZVPD",
  "elements": ["O", "C", "N", "C", "O", "H", "H", "H", "H", "H"],
  "coordinates": [[-0.823798, -0.208154, 1.545316], [-0.192370, -1.092555, 0.902730], [0.433784, -0.710979, -0.334320], [0.816085, 0.556385, -0.854096], [-0.300883, 1.396026, -1.010798], [-0.308945, -2.172491, 1.168269], [0.994224, -1.421619, -0.666168], [1.418779, 1.079876, -0.141139], [1.221486, 0.167569, -1.870449], [-1.106876, 1.037559, -0.718220]],
  "forces_ev_per_angstrom": [[1.98, -2.87, -1.32], [-2.05, 4.65, -0.40], [-1.72, -2.19, 3.44], [-1.69, -0.68, -0.86], [1.67, 1.38, -1.44], [0.69, 0.62, -0.49], [1.15, -1.85, -0.99], [1.27, 0.29, -0.17], [0.01, 1.77, 1.49], [-1.30, -1.12, 0.74]],
  "smiles": "O=CNCO",
  "e_above_lowest_kcal_mol": 39.4,
  "e_tot_ev": -7739.0447,
  "orbital_gap_ev": 10.64,
  "molar_mass_g_mol": 75.1,
  "fmax_ev_per_a": 5.1,
  "homo_energy_ha": -0.366
}

Record 2
{
  "formula": "H10O5Tl",
  "method": "ωB97M-V/def2-TZVPD",
  "elements": ["Tl", "O", "H", "H", "O", "H", "H", "O", "H", "H", "O", "H", "H", "O", "H", "H"],
  "coordinates": [[-0.702077, -0.157112, -0.777094], [0.774773, 0.823146, 1.535096], [1.633781, 0.975880, 1.980669], [0.174701, 0.561075, 2.246932], [1.918495, 0.394161, -1.931997], [2.073994, 1.114669, -2.583568], [2.742361, 0.344719, -1.406870], [1.511981, -1.860487, 0.016264], [1.350092, -2.757102, 0.371315], [2.445342, -1.671389, 0.227619], [-1.481594, -1.078532, 1.798492], [-1.565472, -0.580302, 2.636704], [-2.091124, -1.841550, 1.901476], [-2.615683, 1.718720, -1.855462], [-3.183196, 1.436372, -2.604531], [-2.986370, 2.577739, -1.555039]],
  "forces_ev_per_angstrom": [[1.39, 0.66, 1.47], [-0.69, 0.31, -0.29], [0.03, -0.17, -0.34], [0.26, 0.09, 0.16], [-0.62, -0.26, -0.27], [-0.21, -0.01, 0.17], [-0.22, 0.19, 0.13], [-0.51, -0.41, -0.64], [-0.09, 0.18, -0.01], [-0.23, 0.21, 0.21], [0.46, -0.23, -0.53], [-0.46, 0.08, -0.22], [-0.05, 0.19, -0.12], [0.85, -0.28, -0.56], [0.01, -0.25, 0.30], [0.08, -0.33, 0.54]],
  "e_above_lowest_kcal_mol": 35.2,
  "e_tot_ev": -15053.6523,
  "orbital_gap_ev": 4.15,
  "molar_mass_g_mol": 294.5,
  "fmax_ev_per_a": 2.1,
  "total_charge": 3,
  "homo_energy_ha": -0.889
}

Record 3
{
  "formula": "C3H9N3O",
  "method": "ωB97M-V/def2-TZVPD",
  "elements": ["C", "C", "N", "N", "C", "O", "N", "H", "H", "H", "H", "H", "H", "H", "H", "H"],
  "coordinates": [[1.555114, 0.022294, 0.174237], [-0.650691, 1.604320, 0.058733], [-0.160735, 1.500852, 1.338303], [-0.669929, -2.024490, -1.130172], [-0.988144, -0.709585, -0.933711], [1.657495, -0.510214, 1.412946], [-0.154123, 0.231330, -0.718010], [1.357118, 0.201027, 2.010316], [-0.732360, 0.810517, 1.832596], [-1.378000, -2.722880, -0.983447], [0.283492, -2.306745, -0.965856], [1.913440, 1.032613, 0.017622], [1.930086, -0.690981, -0.552680], [-1.740221, 1.664725, -0.096574], [-0.162690, 2.402743, -0.504564], [-2.059853, -0.505528, -0.959739]],
  "forces_ev_per_angstrom": [[-0.80, -0.81, -1.12], [0.56, -0.13, 0.64], [-0.32, 0.13, -0.11], [0.12, 0.25, 0.03], [0.33, -0.43, 0.22], [-0.43, 0.29, -0.95], [1.15, 0.43, 1.61], [-0.28, 0.25, -0.10], [-0.15, 0.21, 0.02], [0.02, 0.05, -0.02], [-0.12, -0.05, 0.03], [-0.39, 0.00, 0.13], [0.19, 0.05, 0.05], [0.08, -0.32, -0.20], [-0.03, -0.07, -0.10], [0.07, 0.15, -0.13]],
  "e_above_lowest_kcal_mol": 106.0,
  "e_tot_ev": -9770.9444,
  "orbital_gap_ev": [7.51, 7.51],
  "molar_mass_g_mol": 103.1,
  "fmax_ev_per_a": 2.0,
  "homo_energy_ha": [-0.257, -0.257]
}